# 1
128
Properties=species:S:1:pos:R:3:forces:R:3:lowdin_charge:R:1 method="wB97M-V/def2-TZVPD" e_homo_ev=-4.67 homo_lumo_gap_ev=6.03 charge=-1
C -5.627296 0.532412 -2.299067 0.336 0.142 0.600 -0.105
C -4.621907 1.284450 -1.371269 0.174 0.166 -1.091 -0.218
C -3.112802 1.155899 -1.845982 -1.396 -0.282 0.353 -0.218
N -2.505753 2.485338 -1.692156 0.652 -1.071 0.392 -0.025
C -1.083436 2.447435 -1.338738 0.553 0.475 -1.408 -0.311
N -0.755105 1.670879 -0.141203 -0.812 0.652 0.105 -0.014
C -1.637574 1.945738 1.006020 0.016 -0.671 1.574 -0.192
C -1.398981 0.764593 2.044166 -0.215 0.349 -1.353 -0.148
C -2.344943 -0.446931 1.702230 0.393 -0.313 0.984 -0.138
C -1.621730 -1.604137 0.969905 -0.565 -0.027 -0.075 -0.194
O -0.345398 -1.977111 1.583016 0.252 0.764 -0.903 -0.058
C 0.517306 -2.208847 0.510402 0.401 0.864 0.435 -0.505
C 1.386725 -1.017408 0.079115 -0.126 -0.207 0.347 0.036
O 0.508261 -3.273797 -0.026603 0.254 -0.733 -0.441 0.107
C -0.539255 3.918322 -1.321253 1.297 1.766 0.265 -0.660
O -1.216538 4.861241 -1.768391 -1.278 -0.568 -0.723 -0.061
O 0.635181 4.144236 -0.887424 -0.099 -1.604 0.348 -0.100
H -5.531739 -0.560352 -2.134410 -0.233 0.550 -0.267 0.052
H -5.402334 0.773749 -3.364612 -0.178 -0.189 0.681 0.072
H -6.656532 0.876178 -2.063843 0.566 -0.500 -0.226 0.051
H -4.860432 2.370460 -1.437146 0.161 -0.662 0.248 0.093
H -4.707240 0.968258 -0.306622 -0.102 0.209 -0.719 0.093
H -2.667017 0.371311 -1.205907 0.276 0.697 -0.328 0.080
H -3.071525 0.759287 -2.895612 -0.041 0.362 0.593 0.112
H -2.542514 2.958329 -2.592911 -0.145 0.218 0.478 0.089
H -0.541335 1.953589 -2.197457 0.025 0.252 0.699 0.147
H 0.165472 2.023608 0.146171 -0.167 -0.180 -0.325 0.111
H -1.433867 2.925509 1.503582 -0.040 -0.470 -0.436 0.121
H -2.718135 1.925267 0.771247 0.681 0.221 -0.389 0.096
H -1.512841 1.116040 3.086030 -0.040 -0.250 -0.554 0.095
H -0.346591 0.452567 1.865651 -0.664 0.145 0.577 0.080
H -3.220637 -0.110768 1.101220 0.683 -0.323 0.187 0.093
H -2.790115 -0.865043 2.639740 0.364 0.284 -0.504 0.106
H -1.472479 -1.314541 -0.086421 0.320 -0.018 0.750 0.099
H -2.224171 -2.535169 0.931582 0.301 0.705 0.235 0.118
H 0.742726 -0.368136 -0.556955 0.380 -0.151 0.645 0.087
H 1.739697 -0.482943 0.982418 -0.424 -0.059 -0.626 0.068
H 2.279016 -1.309996 -0.505734 -0.635 -0.191 0.274 0.075
C 3.708615 -5.115712 -2.446855 -0.102 -0.650 0.144 -0.062
C 3.362552 -3.695491 -2.105152 0.179 0.363 0.477 -0.322
O 3.896876 -2.967364 -3.199114 -0.351 -0.583 -0.280 0.140
C 3.856734 -3.812643 -4.267319 0.163 0.219 -0.488 -0.546
O 3.972711 -3.471773 -5.397952 0.056 -0.110 0.136 0.172
O 3.658863 -5.102507 -3.873240 0.008 0.416 0.056 0.066
F 3.988384 -3.298617 -0.971420 -0.042 0.061 -0.008 0.076
H 4.714193 -5.390810 -2.120862 0.001 0.220 0.071 0.143
H 2.997577 -5.829444 -2.034698 -0.057 0.013 -0.221 0.141
H 2.290624 -3.500561 -2.021240 0.062 0.080 0.201 0.162
C -3.291893 -4.523326 -3.311009 0.514 -0.328 -0.284 -0.063
C -4.539103 -3.726742 -3.574707 -0.448 -0.185 0.155 -0.315
O -4.723592 -3.021504 -2.364325 0.520 -0.033 -0.306 0.128
C -3.475244 -2.848622 -1.834622 0.231 0.405 0.523 -0.499
O -3.212755 -2.079584 -0.972350 -0.819 -0.392 -0.826 0.154
O -2.568224 -3.667768 -2.431080 -0.428 0.154 -0.033 0.087
F -5.609418 -4.538772 -3.775915 -0.088 0.051 -0.079 0.067
H -3.500742 -5.470186 -2.807926 -0.222 0.075 -0.019 0.144
H -2.723391 -4.724317 -4.217545 0.137 0.155 0.115 0.141
H -4.456184 -3.018293 -4.402078 -0.148 -0.061 -0.025 0.178
C -7.553901 5.351829 -2.376318 0.028 0.688 0.027 -0.059
C -7.856957 4.117379 -3.178260 0.594 -0.260 -0.223 -0.319
O -7.671963 3.077040 -2.239009 -0.556 0.605 0.120 0.109
C -7.962634 3.616503 -1.017520 0.113 -0.302 0.670 -0.541
O -8.172294 2.981975 -0.039271 0.021 0.083 -0.158 0.182
O -7.988471 4.976209 -1.070592 -0.042 -0.380 -0.254 0.074
F -6.967660 3.957295 -4.188222 -0.133 -0.072 -0.120 0.074
H -6.486481 5.582278 -2.353219 0.016 -0.214 -0.141 0.151
H -8.095460 6.226624 -2.733083 -0.105 -0.044 0.207 0.138
H -8.874192 4.074846 -3.576044 0.079 -0.051 -0.134 0.171
C 1.200118 -0.844012 6.243632 -0.135 -0.328 0.184 -0.078
C -0.064559 -0.163639 5.804688 0.021 0.567 0.116 -0.306
O 0.366730 0.655210 4.733127 0.256 -0.725 0.086 0.122
C 1.442562 0.012523 4.186125 0.297 0.194 -0.567 -0.525
O 1.897949 0.257521 3.120267 0.064 0.063 0.251 0.175
O 1.922945 -0.950118 5.018869 -0.298 0.303 -0.120 0.075
F -0.561767 0.631662 6.788239 -0.165 0.009 -0.011 0.069
H 1.772828 -0.244122 6.953270 -0.189 0.112 -0.002 0.148
H 1.020545 -1.819412 6.676427 0.043 0.009 -0.203 0.115
H -0.844454 -0.843531 5.453332 -0.097 0.120 0.077 0.176
C -3.170221 4.315279 -6.927668 0.136 0.300 -0.548 -0.064
C -3.092877 4.345615 -5.427307 -0.333 0.278 0.442 -0.311
O -3.398047 3.008155 -5.070444 0.467 0.028 -0.489 0.122
C -2.978049 2.235430 -6.111782 -0.014 -0.636 0.089 -0.542
O -2.827324 1.059979 -6.056734 -0.118 0.154 -0.081 0.171
O -2.746684 2.985990 -7.224744 -0.081 -0.017 0.383 0.069
F -4.038524 5.164086 -4.905275 0.012 0.004 0.046 0.073
H -4.187974 4.463426 -7.296054 -0.046 0.010 0.225 0.142
H -2.516171 5.049180 -7.395348 0.110 -0.203 -0.040 0.139
H -2.112244 4.616309 -5.028342 -0.125 0.077 0.176 0.181
C 4.136658 -4.231911 5.374976 -0.175 -0.308 -0.681 -0.040
C 5.018186 -4.462549 6.568239 0.545 0.264 -0.125 -0.314
O 4.606545 -3.449888 7.469639 -0.538 -0.313 -0.127 0.146
C 3.296424 -3.207808 7.182425 -0.307 0.301 0.086 -0.532
O 2.550160 -2.617226 7.897082 0.427 -0.335 0.166 0.151
O 2.944431 -3.729944 5.982041 0.253 0.020 0.540 0.080
F 6.324662 -4.266867 6.259406 0.066 -0.075 0.126 0.078
H 4.542307 -3.481632 4.693133 0.125 0.037 0.174 0.155
H 3.939796 -5.145155 4.815410 -0.237 0.047 0.107 0.128
H 4.894037 -5.439105 7.037207 0.182 0.036 0.001 0.153
C 2.269459 7.689120 -0.655028 -0.455 0.290 0.467 -0.052
C 2.377660 6.697334 -1.771556 -0.534 -0.327 -0.490 -0.303
O 3.777959 6.679607 -2.043698 0.177 0.078 0.669 0.124
C 4.387204 6.981457 -0.867679 0.300 -0.002 0.048 -0.550
O 5.545547 6.802703 -0.648219 -0.067 0.066 -0.052 0.145
O 3.513760 7.507943 0.028510 0.281 -0.184 -0.430 0.072
F 1.725895 7.134011 -2.880220 0.149 0.036 -0.101 0.067
H 2.200442 8.719644 -1.013246 0.055 -0.089 -0.176 0.139
H 1.424428 7.486012 -0.000470 0.190 -0.155 0.100 0.146
H 2.037076 5.690821 -1.513403 -0.277 -0.041 -0.085 0.142
C 6.490103 3.883792 -2.393778 -0.397 0.537 -0.185 -0.062
C 7.628275 2.984656 -2.784298 0.360 0.158 0.296 -0.324
O 7.653479 2.034169 -1.739543 -0.421 0.033 -0.370 0.127
C 6.364834 1.940735 -1.284000 -0.530 -0.254 0.517 -0.541
O 5.962620 1.059822 -0.601183 0.181 0.112 -0.062 0.182
O 5.610316 2.981219 -1.722541 0.515 -0.317 -0.063 0.085
F 8.810049 3.656229 -2.791457 0.114 -0.078 -0.126 0.065
H 6.796105 4.673140 -1.703814 0.141 -0.062 -0.049 0.135
H 6.003055 4.339948 -3.253839 -0.195 -0.123 0.115 0.143
H 7.492969 2.473936 -3.740804 0.185 0.049 -0.020 0.171
C 3.317629 -9.519708 7.219976 -0.122 -0.655 0.102 -0.058
C 3.002159 -8.108320 7.628503 0.364 0.231 0.358 -0.312
O 3.485104 -7.348286 6.535677 -0.436 -0.489 -0.057 0.108
C 3.382231 -8.160115 5.438626 0.122 -0.021 -0.776 -0.533
O 3.443244 -7.777530 4.319811 0.094 0.022 0.204 0.192
O 3.195207 -9.457182 5.799629 0.006 0.492 0.176 0.081
F 3.687831 -7.753631 8.742775 -0.068 0.117 0.024 0.078
H 4.335777 -9.812739 7.484683 0.001 0.219 0.088 0.147
H 2.622334 -10.243037 7.642098 -0.052 0.001 -0.228 0.142
H 1.938534 -7.906652 7.772814 0.068 0.088 0.120 0.179

***

# 2
49
Properties=species:S:1:pos:R:3:forces:R:3:lowdin_charge:R:1 method="wB97M-V/def2-TZVPD" e_homo_ev=-8.64 smiles="Cn1c(CC(=O)Nc2ccccc2F)nnc1SCC(=O)NC1CCCC1" e_above_lowest_kj_mol=0.0 homo_lumo_gap_ev=9.20 charge=0
C -1.980840 -3.753054 0.922938 -0.047 -0.461 0.307 -0.012
N -1.852416 -2.762430 -0.107769 0.020 0.715 -0.562 -0.046
C -2.669842 -1.698778 -0.359321 0.077 0.003 -0.129 -0.614
N -2.205558 -0.994796 -1.361644 -0.783 0.092 0.263 -0.003
N -1.070537 -1.582389 -1.780221 0.900 -0.573 -0.459 0.076
C -0.865351 -2.640119 -1.048218 -0.307 0.034 -0.152 -0.322
C 0.326063 -3.518798 -1.123157 0.080 0.058 0.310 -0.013
H 0.733769 -3.492211 -2.132707 -0.073 -0.019 0.002 0.129
H 0.077931 -4.542319 -0.844406 0.147 0.039 -0.015 0.127
C 1.329306 -2.949456 -0.111780 -0.132 -0.263 -0.428 -0.456
O 1.518428 -3.461230 0.967921 0.059 -0.145 0.323 0.078
N 1.896487 -1.804059 -0.560716 0.108 0.285 -0.488 0.156
C 2.809740 -0.973641 0.092025 0.205 0.226 0.097 -0.152
C 3.221600 -1.145938 1.409401 -0.056 -0.076 0.049 -0.002
C 4.128116 -0.266247 1.974850 0.054 0.093 -0.013 -0.079
C 4.640688 0.793656 1.247034 0.009 -0.011 0.038 -0.085
C 4.246520 0.980612 -0.067880 -0.131 -0.139 -0.130 -0.022
C 3.344033 0.099986 -0.622458 0.064 -0.034 0.162 -0.224
F 2.953120 0.271260 -1.910280 -0.034 -0.092 0.119 0.060
H 4.627719 1.793280 -0.665380 0.010 0.078 -0.092 0.122
H 5.346590 1.474372 1.696068 0.067 0.069 0.036 0.104
H 4.435430 -0.414344 2.998415 0.022 -0.022 0.093 0.105
H 2.829218 -1.971928 1.978198 -0.021 -0.017 -0.003 0.103
H 1.606975 -1.476990 -1.475801 -0.034 -0.082 0.167 0.140
S -4.102410 -1.381958 0.564540 -0.351 -0.003 0.228 1.004
C -4.537475 0.266906 -0.074123 0.254 -0.179 0.137 -0.347
H -4.486952 0.223865 -1.160175 -0.084 0.055 -0.007 0.080
H -5.557341 0.436876 0.268143 0.095 0.016 -0.033 0.084
C -3.613466 1.329578 0.521125 -0.151 -0.170 -0.451 -0.571
O -3.891328 1.915808 1.545852 -0.227 0.139 0.437 0.048
N -2.500946 1.530208 -0.201766 0.161 0.173 -0.163 0.090
H -2.317548 0.921469 -0.995948 -0.178 0.021 0.209 0.100
C -1.434248 2.405074 0.219623 -0.059 0.172 0.037 -0.293
C -1.205122 3.567540 -0.754879 0.096 0.069 0.282 -0.141
H -1.311910 3.205393 -1.778992 -0.026 -0.019 -0.089 0.119
H -1.909483 4.381548 -0.595711 -0.107 0.007 -0.063 0.114
C 0.241404 3.960303 -0.485945 -0.043 -0.028 -0.164 -0.193
H 0.306446 4.504977 0.457077 0.016 0.080 0.043 0.113
H 0.662486 4.582031 -1.274343 0.041 0.103 0.034 0.106
C 0.950386 2.610676 -0.366858 0.107 0.081 0.121 -0.190
H 1.870006 2.680039 0.212919 0.067 -0.033 -0.077 0.098
H 1.203267 2.245945 -1.362306 0.071 -0.020 -0.040 0.104
C -0.074884 1.675738 0.293338 0.052 -0.027 0.022 -0.116
H -0.135373 0.727156 -0.241595 0.007 -0.096 0.043 0.090
H 0.191200 1.457497 1.327027 -0.022 -0.075 0.024 0.114
H -1.722739 2.792386 1.201158 0.074 -0.028 -0.151 0.148
H -1.003666 -3.947844 1.365788 -0.083 0.015 0.028 0.091
H -2.388516 -4.680149 0.513977 0.001 0.032 0.070 0.105
H -2.658996 -3.375509 1.686946 0.082 -0.046 0.023 0.073